The following is a quantum chemistry calculation of 12 unconnected molecules or ions with the total composition C36H92O20 in a non-equilibrium geometry, from the OMol25 dataset.

Values from the calculation:
- LUMO energy: 0.38 eV
- SMILES string: O=C1CCCO1.COCCOC.COCCOC.COCCOC.COCCOC.COCCOC.COCCOC.COCCOC.CO.CO.CO.CO
- E_HOMO: -9.205 eV
- Total charge: 0
- Largest force on an atom: 0.067 hartree/bohr
- Kohn-Sham gap: 9.5820 eV

CARTESIAN COORDINATES (ANGSTROEM)
O (-3.164895, -2.775750, -3.423883)
C (-3.859039, -2.509058, -2.487566)
C (-4.068088, -1.151905, -1.839035)
C (-4.841015, -1.463565, -0.535825)
C (-5.602756, -2.639548, -1.079822)
O (-4.681215, -3.421244, -1.869931)
H (-3.140774, -0.631469, -1.676259)
H (-4.694357, -0.546860, -2.607482)
H (-4.162962, -1.770214, 0.215326)
H (-5.450264, -0.676804, -0.104261)
H (-5.863015, -3.293547, -0.313532)
H (-6.477253, -2.465420, -1.692852)
C (-3.436095, -2.503033, 3.440509)
O (-2.173888, -2.324800, 4.006743)
C (-1.224378, -3.343490, 3.679174)
C (0.100528, -2.961630, 4.313091)
O (-0.135581, -2.618512, 5.692548)
C (1.049571, -2.297952, 6.315775)
H (-3.959860, -3.446047, 3.749828)
H (-3.445853, -2.529295, 2.357285)
H (-4.021462, -1.713143, 3.893494)
H (-1.054419, -3.508105, 2.645384)
H (-1.529415, -4.296703, 4.108113)
H (0.434368, -2.045468, 3.911406)
H (0.857598, -3.721622, 4.221462)
H (1.681066, -3.126859, 6.520463)
H (0.760837, -1.814368, 7.244450)
H (1.675588, -1.594721, 5.755901)
C (-1.184717, -4.231979, -0.139113)
O (-0.158085, -5.239984, -0.008406)
C (0.835090, -5.084809, -0.978417)
C (0.862125, -6.139309, -2.017523)
O (1.592868, -7.259140, -1.592134)
C (1.780844, -8.103300, -2.685763)
H (-0.751032, -3.371549, 0.191294)
H (-1.993796, -4.515378, 0.540328)
H (-1.534985, -4.105243, -1.227679)
H (1.746171, -5.103586, -0.383055)
H (0.717348, -4.173920, -1.579052)
H (1.311420, -5.720508, -2.919859)
H (-0.151380, -6.503085, -2.291540)
H (2.032134, -9.069517, -2.310292)
H (2.541119, -7.665329, -3.320508)
H (0.815993, -8.215853, -3.194133)
C (-5.663641, 0.916066, -5.220385)
O (-5.463201, 1.257553, -3.909072)
C (-4.264426, 2.024710, -3.588823)
C (-4.405432, 3.509329, -3.770165)
O (-5.227128, 4.028326, -2.742242)
C (-5.200063, 5.446926, -2.720840)
H (-6.290254, 0.001048, -5.160600)
H (-4.824927, 0.790394, -5.929547)
H (-6.241907, 1.651766, -5.788991)
H (-3.487335, 1.595117, -4.188417)
H (-3.969575, 1.755227, -2.523574)
H (-4.737464, 3.790431, -4.764009)
H (-3.354077, 3.887275, -3.564801)
H (-5.083415, 5.855667, -1.722570)
H (-6.050534, 5.877377, -3.179027)
H (-4.364786, 5.785484, -3.373643)
C (5.442659, -0.565307, 5.808607)
O (5.532995, 0.257672, 4.686023)
C (4.274732, 0.732031, 4.194613)
C (3.769824, -0.041702, 3.027855)
O (3.682746, -1.444825, 3.445856)
C (3.278307, -2.386020, 2.439212)
H (6.394494, -0.943836, 6.062758)
H (4.778031, -1.426852, 5.674289)
H (4.989612, -0.033719, 6.651448)
H (4.431626, 1.765921, 3.859276)
H (3.555434, 0.689697, 4.963494)
H (4.419431, 0.082684, 2.127120)
H (2.792762, 0.319136, 2.669814)
H (3.194107, -3.417679, 2.858957)
H (4.047349, -2.377486, 1.635044)
H (2.311361, -1.961231, 1.988463)
C (-0.036478, 5.956395, -2.119872)
O (-0.967053, 6.010447, -1.083752)
C (-0.598858, 5.334791, 0.049014)
C (-1.758111, 5.212514, 1.066002)
O (-2.622785, 4.312970, 0.427730)
C (-3.861082, 4.233767, 1.244702)
H (0.271558, 4.954018, -2.498203)
H (0.899474, 6.440997, -1.909461)
H (-0.459657, 6.366494, -3.012631)
H (0.175495, 5.894217, 0.585505)
H (-0.245299, 4.287280, -0.070481)
H (-2.284202, 6.158502, 1.280185)
H (-1.267646, 4.768673, 1.939789)
H (-4.501143, 5.056478, 0.874180)
H (-3.595864, 4.296438, 2.308226)
H (-4.413952, 3.307145, 1.062749)
C (0.213242, 0.585774, 4.158884)
O (-0.059266, 0.393484, 2.783136)
C (-0.847385, 1.389358, 2.234439)
C (-1.152883, 1.232115, 0.770353)
O (-2.009492, 0.128089, 0.485370)
C (-1.369690, -1.123686, 0.299282)
H (0.677450, 1.569298, 4.207478)
H (0.859266, -0.278264, 4.502056)
H (-0.726379, 0.663498, 4.696663)
H (-0.397485, 2.334968, 2.281390)
H (-1.845738, 1.410517, 2.804923)
H (-0.217256, 0.977587, 0.269372)
H (-1.603855, 2.167903, 0.471536)
H (-0.845518, -1.534023, 1.163797)
H (-0.713137, -1.097030, -0.639915)
H (-2.146035, -1.814303, -0.012513)
C (2.624914, 0.187676, -0.630468)
O (2.593337, 1.599615, -0.475394)
C (3.220642, 2.304984, -1.551245)
C (4.643592, 2.681393, -1.309414)
O (5.424223, 1.497070, -1.221940)
C (6.698035, 1.855721, -0.717488)
H (3.731295, -0.081559, -0.501932)
H (2.220949, -0.135121, -1.538120)
H (2.063550, -0.199522, 0.190016)
H (2.589564, 3.229119, -1.720175)
H (3.159680, 1.690261, -2.488650)
H (4.645589, 3.227249, -0.379587)
H (5.032194, 3.455486, -2.020831)
H (6.749163, 2.047982, 0.346552)
H (6.973273, 2.795488, -1.137162)
H (7.456068, 1.210042, -1.031951)
C (3.233609, 3.928700, 1.945092)
O (1.944538, 3.248071, 1.972254)
H (3.389405, 4.297842, 0.922018)
H (3.046145, 4.614686, 2.760890)
H (4.056738, 3.303641, 2.134878)
H (1.977515, 2.504984, 1.356064)
C (-0.067058, -2.226975, -4.444715)
O (0.709398, -1.318051, -3.717193)
H (-0.067922, -3.223040, -3.985311)
H (-1.127282, -1.958948, -4.477799)
H (0.319171, -2.396360, -5.462937)
H (1.607440, -1.427765, -3.982983)
C (4.143938, -2.476732, -2.218795)
O (3.745005, -1.422426, -3.087768)
H (4.557132, -3.331535, -2.760854)
H (4.936350, -2.069020, -1.561742)
H (3.300518, -2.764684, -1.599823)
H (4.488925, -0.739488, -3.059983)
C (-0.547771, 2.115484, -2.501559)
O (-0.563812, 0.711742, -2.318757)
H (0.301255, 2.671284, -2.094725)
H (-0.517513, 2.323751, -3.588971)
H (-1.465164, 2.619661, -2.036994)
H (-0.078255, 0.325323, -3.093203)

Cartesian forces (eV/Å) of the 2 atoms listed first:
O 0.2 -0.3 0.1
C -0.4 0.2 0.3